<P>
DFT (the ωB97M-V functional and the def2-TZVPD basis) results for C22H27N3O4 in the gas phase.

Values from the calculation:
Kohn-Sham gap = 9.0047 eV

ORCA input file:
```
! wB97M-V def2-TZVPD RIJCOSX def2/J DEFGRID3
* xyz 0 1
C -8.887 -2.389 0.619
O -7.508 -2.557 0.391
C -6.711 -1.457 0.374
C -7.146 -0.151 0.578
C -6.236 0.888 0.535
C -4.883 0.658 0.310
C -3.972 1.836 0.262
O -4.354 2.944 -0.068
N -2.699 1.593 0.659
C -1.639 2.552 0.486
C -0.677 2.081 -0.614
N -0.163 0.761 -0.275
C 1.028 0.777 0.552
C 2.315 1.099 -0.235
N 2.441 0.195 -1.353
C 3.372 -0.784 -1.477
O 3.274 -1.668 -2.311
C 4.557 -0.696 -0.572
C 5.401 0.406 -0.595
C 6.546 0.442 0.182
C 6.861 -0.635 1.004
O 7.950 -0.704 1.815
C 8.856 0.372 1.824
C 6.019 -1.749 1.020
C 4.889 -1.783 0.233
C 1.276 0.187 -2.217
C 0.024 -0.142 -1.395
C -4.456 -0.651 0.092
C -5.357 -1.692 0.122
H -9.314 -3.390 0.584
H -9.350 -1.771 -0.156
H -9.080 -1.948 1.602
H -8.185 0.068 0.764
H -6.565 1.906 0.679
H -2.397 0.650 0.844
H -2.101 3.501 0.206
H -1.104 2.676 1.433
H -1.239 2.007 -1.547
H 0.112 2.833 -0.749
H 0.899 1.504 1.355
H 1.134 -0.217 0.998
H 3.177 1.004 0.424
H 2.273 2.128 -0.614
H 5.173 1.243 -1.240
H 7.184 1.311 0.132
H 9.299 0.533 0.836
H 8.380 1.297 2.165
H 9.640 0.092 2.526
H 6.282 -2.580 1.655
H 4.252 -2.653 0.234
H 1.441 -0.565 -2.989
H 1.174 1.174 -2.682
H -0.862 -0.116 -2.031
H 0.129 -1.153 -0.988
H -3.421 -0.865 -0.133
H -5.040 -2.708 -0.053
*
```

<Q>
DFT (the ωB97M-V functional and the def2-TZVPD basis) results for C22H27N3O4 in the gas phase.

Values from the calculation:
Kohn-Sham gap = 8.4946 eV

ORCA input file:
```
! wB97M-V def2-TZVPD RIJCOSX def2/J DEFGRID3
* xyz 0 1
C -4.766 -2.613 0.303
O -3.431 -2.178 0.109
C -2.485 -3.140 0.133
O -2.747 -4.309 0.294
C -1.128 -2.601 -0.040
C -0.041 -3.477 -0.060
C 1.236 -2.999 -0.208
C 1.513 -1.623 -0.342
N 2.807 -1.219 -0.508
C 3.227 -0.039 -1.222
C 3.812 1.000 -0.265
N 4.937 0.402 0.432
C 5.618 1.352 1.282
C 4.505 -0.772 1.166
C 3.910 -1.812 0.207
C 0.406 -0.749 -0.298
N 0.543 0.677 -0.292
C 0.316 1.461 -1.369
O 0.361 1.085 -2.520
C 0.068 2.928 -0.993
O -0.579 3.078 0.248
C -1.868 2.611 0.364
C -2.472 2.809 1.604
C -3.755 2.349 1.821
C -4.444 1.689 0.817
C -3.853 1.488 -0.422
C -4.562 0.746 -1.512
C -2.561 1.955 -0.643
C -0.880 -1.238 -0.159
H -5.143 -3.095 -0.602
H -5.348 -1.723 0.529
H -4.816 -3.328 1.127
H -0.228 -4.536 0.028
H 2.056 -3.698 -0.255
H 2.412 0.359 -1.817
H 4.029 -0.344 -1.907
H 4.172 1.861 -0.832
H 3.033 1.345 0.440
H 4.975 1.745 2.086
H 5.963 2.188 0.675
H 6.484 0.870 1.734
H 5.372 -1.202 1.673
H 3.746 -0.516 1.931
H 3.579 -2.674 0.783
H 4.684 -2.124 -0.504
H 0.401 1.117 0.609
H 1.034 3.430 -0.882
H -0.484 3.413 -1.806
H -1.920 3.324 2.374
H -4.221 2.505 2.782
H -5.446 1.331 0.997
H -4.365 1.199 -2.481
H -4.202 -0.282 -1.545
H -5.635 0.730 -1.340
H -2.114 1.786 -1.610
H -1.702 -0.540 -0.112
*
```

Tell me which of them is the most stable. Sure, it is <Q>.

<P>
DFT (the ωB97M-V functional and the def2-TZVPD basis) results for C2H2F4 in the gas phase.

Values from the calculation:
Kohn-Sham gap = 13.3588 eV

ORCA input file:
```
! wB97M-V def2-TZVPD RIJCOSX def2/J DEFGRID3
* xyz 0 1
F -1.541 0.744 -0.319
C -0.693 -0.301 -0.388
F -0.888 -1.106 0.687
C 0.715 0.258 -0.369
F 1.592 -0.754 -0.266
F 0.811 1.147 0.673
H -0.819 -0.912 -1.250
H 0.920 0.881 -1.191
*
```

<Q>
DFT (the ωB97M-V functional and the def2-TZVPD basis) results for 2 unconnected molecules or ions with the total composition C2H2F4.

Values from the calculation:
Kohn-Sham gap = 11.6017 eV

ORCA input file:
```
! wB97M-V def2-TZVPD RIJCOSX def2/J DEFGRID3
* xyz 0 1
C -1.386 -0.250 -0.018
C 1.796 0.601 -0.217
F -1.319 0.232 1.192
F -0.485 -1.181 -0.217
F 2.337 0.836 0.912
F 2.742 -0.197 -0.814
H -2.370 -0.758 -0.264
H -1.314 0.717 -0.575
*
```

Tell me which of them is the most stable. Sure, it is <P>.

<P>
DFT (the ωB97M-V functional and the def2-TZVPD basis) results for CH3N5 in the gas phase.

Values from the calculation:
Kohn-Sham gap = 10.3544 eV

ORCA input file:
```
! wB97M-V def2-TZVPD RIJCOSX def2/J DEFGRID3
* xyz 0 1
N -1.503 -0.124 0.327
C -0.199 0.144 0.006
N 0.217 1.294 -0.470
N 1.557 1.169 -0.638
N 1.970 0.017 -0.297
N 0.866 -0.684 0.108
H -1.861 -1.055 0.166
H -2.119 0.596 -0.032
H 1.073 -1.357 0.830
*
```

<Q>
DFT (the ωB97M-V functional and the def2-TZVPD basis) results for CH3N5 in the gas phase.

Values from the calculation:
Kohn-Sham gap = 9.4300 eV

ORCA input file:
```
! wB97M-V def2-TZVPD RIJCOSX def2/J DEFGRID3
* xyz 0 1
H -2.350 0.491 -0.085
N -1.990 -0.455 -0.090
C -0.738 -0.409 -0.182
N 0.120 -1.510 -0.103
N 1.341 -1.139 -0.073
N 1.423 0.214 -0.230
N 0.095 0.777 -0.246
H 2.114 0.750 0.330
H -0.013 1.280 0.680
*
```

Tell me which of them is the most stable. Sure, it is <P>.